[1]
A 13-piece molecular cluster, H26O13 overall, computed with wB97M-V/def2-TZVPD.

Calculated values
* Kohn-Sham gap: 10.54 eV
* strongest force on any atom: 0.57 eV/Å
* LUMO: -0.364 eV
* E_HOMO: -10.9 eV
* charge: 0

Atoms and positions in Å:
1 O -11.062 -13.102 -11.760
2 H -10.877 -14.008 -12.008
3 H -10.731 -12.581 -12.492
4 O -4.497 -11.853 -16.434
5 H -3.710 -11.317 -16.339
6 H -4.237 -12.558 -17.027
7 O -6.553 -15.300 -18.752
8 H -7.058 -15.851 -19.349
9 H -6.805 -15.600 -17.878
10 O -7.346 -9.185 -14.708
11 H -7.330 -10.065 -15.085
12 H -7.649 -9.314 -13.809
13 O -5.002 -11.762 -10.070
14 H -5.865 -12.113 -10.286
15 H -5.184 -10.970 -9.563
16 O -7.905 -14.391 -9.531
17 H -8.340 -14.866 -10.239
18 H -7.196 -14.970 -9.252
19 O -8.707 -10.575 -10.870
20 H -9.003 -11.464 -10.670
21 H -9.039 -10.043 -10.147
22 O -7.093 -17.188 -15.820
23 H -6.690 -17.185 -14.952
24 H -7.728 -17.904 -15.788
25 O -10.304 -13.235 -17.326
26 H -10.505 -14.169 -17.373
27 H -11.054 -12.807 -17.739
28 O -7.876 -13.738 -13.626
29 H -8.450 -14.473 -13.409
30 H -7.728 -13.820 -14.568
31 O -3.717 -12.939 -12.986
32 H -4.415 -12.740 -13.610
33 H -4.029 -12.582 -12.155
34 O -9.397 -16.755 -12.499
35 H -10.222 -17.078 -12.861
36 H -8.768 -17.455 -12.674
37 O -4.955 -16.479 -12.937
38 H -4.163 -16.536 -13.471
39 H -5.044 -15.547 -12.738

Forces on the atoms, in the same order (eV/Å):
O -0.07 0.05 0.28
H 0.05 -0.25 -0.02
H 0.14 0.23 -0.25
O -0.25 -0.02 0.19
H 0.18 0.19 0.09
H 0.00 -0.22 -0.20
O 0.15 0.21 -0.12
H -0.08 -0.10 -0.17
H -0.02 -0.18 0.38
O 0.04 0.25 -0.12
H 0.06 -0.24 -0.14
H -0.09 -0.05 0.30
O 0.33 -0.21 -0.15
H -0.40 -0.12 -0.04
H -0.01 0.22 0.06
O -0.02 0.31 0.07
H -0.18 -0.13 -0.24
H 0.22 -0.12 0.11
O 0.25 0.16 -0.21
H -0.15 -0.41 0.02
H -0.10 0.15 0.16
O -0.14 0.17 -0.27
H 0.36 0.16 0.38
H -0.14 -0.19 -0.09
O 0.18 0.04 0.16
H -0.01 -0.23 -0.03
H -0.17 0.18 -0.10
O 0.10 0.23 0.24
H -0.14 -0.37 0.10
H 0.05 0.02 -0.32
O 0.16 -0.41 -0.11
H -0.18 0.16 -0.32
H -0.06 0.26 0.46
O 0.03 0.39 0.05
H -0.28 -0.07 -0.06
H 0.28 -0.15 0.03
O -0.39 -0.41 -0.08
H 0.26 0.03 -0.09
H 0.03 0.43 0.06



[2]
A 13-piece molecular cluster, H26O13 overall, computed with wB97M-V/def2-TZVPD.

Calculated values
* Kohn-Sham gap: 10.66 eV
* strongest force on any atom: 0.78 eV/Å
* LUMO: -0.153 eV
* E_HOMO: -10.8 eV
* charge: 0

Atoms and positions in Å:
1 O -2.983 -0.353 -1.218
2 H -3.841 -0.656 -1.537
3 H -3.000 0.610 -1.340
4 O 3.754 0.676 -0.073
5 H 2.816 0.761 -0.288
6 H 4.144 0.245 -0.842
7 O 0.525 -2.729 -0.411
8 H 1.071 -2.841 0.406
9 H -0.152 -3.415 -0.364
10 O 1.860 -1.850 1.782
11 H 2.669 -1.996 2.283
12 H 1.706 -0.887 1.853
13 O -1.530 2.289 -1.971
14 H -0.651 1.880 -1.951
15 H -1.651 2.668 -1.092
16 O -1.502 -2.389 3.054
17 H -1.879 -1.499 3.074
18 H -1.520 -2.635 2.125
19 O 1.380 0.920 2.461
20 H 1.872 1.393 1.776
21 H 0.468 1.264 2.378
22 O 1.460 -1.595 -2.774
23 H 1.229 -2.169 -2.008
24 H 1.306 -2.146 -3.548
25 O 1.229 1.220 -2.728
26 H 1.293 0.262 -2.515
27 H 1.243 1.248 -3.690
28 O -1.380 1.762 1.881
29 H -1.603 2.478 1.282
30 H -1.146 0.991 1.310
31 O -3.250 -0.201 1.719
32 H -2.748 -0.134 0.895
33 H -3.926 -0.860 1.531
34 O 1.673 2.934 -0.250
35 H 1.104 3.707 -0.168
36 H 1.296 2.412 -0.977
37 O -0.429 -0.144 0.223
38 H 0.063 -0.982 0.286
39 H -0.970 -0.237 -0.575

Forces on the atoms, in the same order (eV/Å):
O -0.10 0.29 -0.05
H 0.11 -0.03 0.03
H 0.14 -0.13 -0.26
O -0.09 -0.18 -0.03
H 0.20 0.10 -0.04
H -0.07 0.04 0.08
O 0.10 -0.56 0.53
H -0.06 0.40 -0.32
H 0.10 0.12 -0.09
O 0.12 -0.03 -0.16
H -0.08 -0.02 -0.06
H -0.11 0.06 0.33
O -0.21 -0.14 0.41
H 0.10 -0.03 -0.27
H 0.10 0.08 -0.17
O -0.02 -0.07 0.08
H -0.04 -0.01 -0.16
H -0.01 0.13 0.05
O -0.08 -0.09 -0.29
H -0.05 0.18 0.11
H 0.33 0.00 0.10
O -0.11 -0.47 0.35
H 0.07 0.40 -0.23
H 0.05 0.15 -0.01
O -0.21 -0.42 0.50
H -0.02 0.31 -0.38
H 0.01 0.10 0.05
O 0.34 -0.25 -0.21
H 0.05 0.05 0.10
H -0.05 0.57 0.32
O -0.13 -0.22 0.11
H -0.25 -0.17 0.11
H -0.01 -0.02 -0.02
O -0.31 -0.20 -0.03
H 0.09 -0.07 0.01
H 0.27 0.25 -0.05
O 0.03 -0.01 -0.45
H -0.26 0.12 -0.07
H 0.08 -0.22 0.07



[3]
A 13-piece molecular cluster, H26O13 overall in a non-equilibrium geometry, computed with wB97M-V/def2-TZVPD.

Calculated values
* Kohn-Sham gap: 8.12 eV
* strongest force on any atom: 4.08 eV/Å
* LUMO: 0.205 eV
* E_HOMO: -7.9 eV
* charge: 0

Atoms and positions in Å:
1 H -0.116 1.516 -0.340
2 H -0.824 1.617 1.001
3 H 1.964 -1.677 0.843
4 H 1.594 -2.761 1.842
5 H 1.115 0.395 -1.108
6 H 1.827 1.250 -0.073
7 H -4.738 1.383 0.750
8 H -4.278 2.686 0.118
9 H 4.338 1.204 -1.996
10 H 3.572 0.296 -1.048
11 H -1.613 -0.918 0.879
12 H -0.387 -1.812 0.797
13 H -2.407 2.857 -1.210
14 H -1.595 3.602 -0.164
15 H -4.787 -0.264 -2.358
16 H -4.396 -0.814 -0.997
17 H 0.464 -3.138 -0.142
18 H -0.806 -3.918 -0.440
19 H 2.824 3.012 3.088
20 H 4.013 2.077 3.232
21 H 1.712 -2.154 -2.613
22 H 2.131 -1.690 -1.228
23 H 2.505 0.913 -3.091
24 H 0.993 0.807 -3.199
25 H -1.874 -2.606 3.659
26 H -1.270 -1.565 4.587
27 O -0.824 1.115 0.178
28 O 1.448 -1.829 1.643
29 O 1.167 0.553 -0.159
30 O -4.257 1.731 -0.009
31 O 4.382 0.815 -1.116
32 O -0.911 -1.193 0.277
33 O -2.444 3.167 -0.298
34 O -4.424 -1.048 -1.931
35 O -0.318 -3.130 -0.706
36 O 3.447 2.490 2.570
37 O 2.330 -1.567 -2.163
38 O 1.750 0.429 -2.738
39 O -1.303 -1.830 3.661

Forces on the atoms, in the same order (eV/Å):
H -0.66 -0.16 0.58
H -0.19 0.00 -0.08
H 0.01 0.48 0.15
H 0.15 0.02 0.29
H 0.35 -0.25 -0.20
H 0.49 -0.09 0.02
H -0.03 -0.05 -0.12
H 0.30 -0.14 -0.02
H 0.19 -0.07 0.17
H -0.02 -0.12 -0.02
H 0.33 0.41 -0.10
H -0.38 0.56 0.11
H 0.01 -0.33 0.25
H -0.12 -0.03 -0.05
H 0.09 -0.04 0.14
H 0.19 0.11 -0.14
H -0.06 -0.12 -0.10
H -0.01 0.00 -0.13
H 0.03 -0.05 -0.07
H -0.02 -0.02 -0.13
H -0.06 0.01 0.08
H -0.13 -0.06 -0.19
H -0.06 -0.04 -0.05
H -0.11 0.20 -0.18
H 0.02 0.07 -0.04
H 0.05 0.03 -0.10
O -3.14 2.50 0.39
O 0.17 -0.65 -0.09
O 3.98 -0.89 -0.02
O -1.32 -0.67 0.31
O -0.04 0.17 -0.11
O -1.07 -0.33 1.02
O 0.56 1.70 -0.37
O -0.22 -0.02 -0.04
O 0.85 -1.97 -0.97
O -0.05 0.09 0.17
O 0.86 -2.37 0.87
O -0.81 2.27 -1.38
O -0.11 -0.14 0.13



[4]
A 13-piece molecular cluster, H26O13 overall, computed with wB97M-V/def2-TZVPD.

Calculated values
* Kohn-Sham gap: 10.05 eV
* strongest force on any atom: 0.63 eV/Å
* LUMO: -0.545 eV
* E_HOMO: -10.6 eV
* charge: 0

Atoms and positions in Å:
1 O -6.642 -24.565 -8.356
2 H -7.503 -24.430 -8.784
3 H -6.490 -25.517 -8.411
4 O -8.687 -24.043 -10.491
5 H -9.359 -23.647 -11.059
6 H -9.001 -24.944 -10.343
7 O -9.965 -20.502 -10.283
8 H -10.899 -20.714 -10.399
9 H -9.511 -21.028 -10.952
10 O -4.512 -22.993 -11.127
11 H -3.944 -23.757 -11.280
12 H -4.613 -22.957 -10.159
13 O -3.782 -22.968 -8.579
14 H -3.884 -22.109 -8.149
15 H -4.431 -23.526 -8.138
16 O -3.941 -20.057 -11.477
17 H -4.046 -21.017 -11.398
18 H -4.290 -19.835 -12.347
19 O -6.765 -21.620 -9.552
20 H -6.837 -21.573 -10.512
21 H -6.749 -22.566 -9.353
22 O -4.344 -19.334 -8.720
23 H -4.228 -19.250 -9.681
24 H -5.174 -19.808 -8.623
25 O -8.407 -20.046 -13.008
26 H -7.574 -20.531 -12.952
27 H -8.409 -19.460 -12.238
28 O -9.325 -22.060 -7.550
29 H -9.181 -21.803 -8.469
30 H -9.048 -21.287 -7.041
31 O -5.415 -23.329 -6.188
32 H -5.873 -23.843 -6.872
33 H -4.757 -23.930 -5.820
34 O -7.378 -20.021 -7.334
35 H -6.986 -19.142 -7.384
36 H -7.046 -20.498 -8.116
37 O -6.369 -23.401 -13.268
38 H -6.792 -23.659 -12.440
39 H -5.545 -22.982 -12.992

Forces on the atoms, in the same order (eV/Å):
O -0.21 -0.31 -0.41
H 0.08 0.19 0.28
H 0.06 0.10 -0.01
O 0.04 -0.23 -0.06
H 0.03 0.01 0.13
H -0.07 0.11 -0.15
O 0.07 -0.26 -0.03
H 0.06 0.09 0.06
H -0.09 0.19 -0.13
O -0.29 -0.05 -0.55
H 0.03 0.18 0.05
H 0.54 0.15 0.15
O -0.06 -0.05 -0.21
H 0.05 0.06 0.08
H 0.06 0.15 0.36
O -0.21 0.02 -0.19
H 0.10 -0.14 0.05
H 0.11 0.04 0.07
O 0.05 -0.18 -0.20
H 0.11 0.03 0.06
H 0.00 0.13 0.06
O 0.02 0.08 -0.03
H 0.04 -0.19 0.12
H 0.00 -0.08 -0.04
O 0.12 -0.16 0.41
H -0.07 0.04 -0.19
H -0.04 0.01 -0.16
O -0.11 -0.34 -0.03
H -0.11 0.25 0.10
H 0.16 -0.03 -0.17
O 0.25 -0.22 -0.11
H -0.34 0.12 0.36
H -0.07 0.11 0.11
O 0.32 0.20 -0.17
H -0.09 -0.07 0.10
H -0.35 0.07 0.24
O -0.26 0.23 -0.12
H 0.18 -0.05 -0.03
H -0.09 -0.20 0.21



Copy entry 3 word for word.
A 13-piece molecular cluster, H26O13 overall in a non-equilibrium geometry, computed with wB97M-V/def2-TZVPD.

Calculated values
* Kohn-Sham gap: 8.12 eV
* strongest force on any atom: 4.08 eV/Å
* LUMO: 0.205 eV
* E_HOMO: -7.9 eV
* charge: 0

Atoms and positions in Å:
1 H -0.116 1.516 -0.340
2 H -0.824 1.617 1.001
3 H 1.964 -1.677 0.843
4 H 1.594 -2.761 1.842
5 H 1.115 0.395 -1.108
6 H 1.827 1.250 -0.073
7 H -4.738 1.383 0.750
8 H -4.278 2.686 0.118
9 H 4.338 1.204 -1.996
10 H 3.572 0.296 -1.048
11 H -1.613 -0.918 0.879
12 H -0.387 -1.812 0.797
13 H -2.407 2.857 -1.210
14 H -1.595 3.602 -0.164
15 H -4.787 -0.264 -2.358
16 H -4.396 -0.814 -0.997
17 H 0.464 -3.138 -0.142
18 H -0.806 -3.918 -0.440
19 H 2.824 3.012 3.088
20 H 4.013 2.077 3.232
21 H 1.712 -2.154 -2.613
22 H 2.131 -1.690 -1.228
23 H 2.505 0.913 -3.091
24 H 0.993 0.807 -3.199
25 H -1.874 -2.606 3.659
26 H -1.270 -1.565 4.587
27 O -0.824 1.115 0.178
28 O 1.448 -1.829 1.643
29 O 1.167 0.553 -0.159
30 O -4.257 1.731 -0.009
31 O 4.382 0.815 -1.116
32 O -0.911 -1.193 0.277
33 O -2.444 3.167 -0.298
34 O -4.424 -1.048 -1.931
35 O -0.318 -3.130 -0.706
36 O 3.447 2.490 2.570
37 O 2.330 -1.567 -2.163
38 O 1.750 0.429 -2.738
39 O -1.303 -1.830 3.661

Forces on the atoms, in the same order (eV/Å):
H -0.66 -0.16 0.58
H -0.19 0.00 -0.08
H 0.01 0.48 0.15
H 0.15 0.02 0.29
H 0.35 -0.25 -0.20
H 0.49 -0.09 0.02
H -0.03 -0.05 -0.12
H 0.30 -0.14 -0.02
H 0.19 -0.07 0.17
H -0.02 -0.12 -0.02
H 0.33 0.41 -0.10
H -0.38 0.56 0.11
H 0.01 -0.33 0.25
H -0.12 -0.03 -0.05
H 0.09 -0.04 0.14
H 0.19 0.11 -0.14
H -0.06 -0.12 -0.10
H -0.01 0.00 -0.13
H 0.03 -0.05 -0.07
H -0.02 -0.02 -0.13
H -0.06 0.01 0.08
H -0.13 -0.06 -0.19
H -0.06 -0.04 -0.05
H -0.11 0.20 -0.18
H 0.02 0.07 -0.04
H 0.05 0.03 -0.10
O -3.14 2.50 0.39
O 0.17 -0.65 -0.09
O 3.98 -0.89 -0.02
O -1.32 -0.67 0.31
O -0.04 0.17 -0.11
O -1.07 -0.33 1.02
O 0.56 1.70 -0.37
O -0.22 -0.02 -0.04
O 0.85 -1.97 -0.97
O -0.05 0.09 0.17
O 0.86 -2.37 0.87
O -0.81 2.27 -1.38
O -0.11 -0.14 0.13



The lowest E_HOMO belongs to which entry?
number 1